{
  "formula": "C18H19ClN5O4S2",
  "method": "the ωB97M-V functional and the def2-TZVPD basis",
  "max_force_ev_per_a": 1.66,
  "charge": -1,
  "homo_energy_ev": -4.65,
  "e_tot_ev": -68806.9445,
  "elements": ["N", "C", "O", "C", "C", "C", "Cl", "C", "C", "C", "C", "C", "C", "C", "C", "S", "C", "N", "N", "C", "O", "C", "N", "S", "N", "C", "H", "H", "H", "H", "H", "H", "H", "H", "H", "H", "H", "H", "H", "H", "H", "H", "C", "C", "O", "O", "H", "H", "H"],
  "xyz": [[-3.180, 3.502, -3.974], [-2.060, 3.408, -3.753], [-0.890, 3.305, -3.178], [-0.318, 2.022, -3.214], [0.987, 1.921, -3.549], [1.650, 0.655, -3.565], [3.340, 0.703, -4.031], [1.056, -0.527, -3.243], [1.737, -1.878, -3.215], [1.540, -2.596, -1.862], [2.136, -1.806, -0.676], [1.349, -1.983, 0.657], [0.887, -0.634, 1.266], [1.082, -0.575, 2.810], [-0.226, -0.551, 3.615], [-0.778, 1.112, 4.154], [0.397, 2.258, 3.552], [1.670, 2.393, 3.783], [2.070, 3.487, 3.052], [1.036, 3.959, 2.449], [-0.068, 3.220, 2.725], [-0.341, -0.451, -2.905], [-1.150, -1.440, -2.579], [-2.606, -0.837, -2.247], [-2.284, 0.710, -2.511], [-1.016, 0.826, -2.884], [1.559, 2.802, -3.811], [1.418, -2.525, -4.034], [2.809, -1.695, -3.298], [2.037, -3.568, -1.944], [0.488, -2.787, -1.663], [3.149, -2.191, -0.527], [2.184, -0.739, -0.907], [2.022, -2.508, 1.343], [0.497, -2.654, 0.524], [1.460, 0.164, 0.791], [-0.180, -0.535, 1.047], [1.768, 0.224, 3.079], [1.589, -1.508, 3.075], [-0.082, -1.136, 4.524], [-1.025, -1.046, 3.052], [0.994, 4.820, 1.807], [-3.897, -0.237, 2.705], [-3.696, -1.479, 1.812], [-3.055, -2.430, 2.320], [-4.204, -1.391, 0.671], [-3.439, -0.373, 3.685], [-3.454, 0.640, 2.229], [-4.965, -0.053, 2.841]],
  "forces_ev_per_angstrom": [[-0.576, 0.318, -0.930], [0.457, -0.270, 1.569], [-0.162, -0.247, -0.590], [0.550, -0.446, -0.123], [0.201, 0.146, -0.071], [0.049, -0.053, 0.098], [-0.196, 0.066, 0.057], [-0.357, -0.782, -0.159], [0.326, 0.325, 0.801], [0.042, 0.162, 0.014], [-0.481, -0.713, 0.080], [0.546, 0.150, -0.277], [0.024, -0.548, 0.494], [-0.131, -0.637, -0.545], [0.904, -0.268, -0.158], [-0.299, 0.225, 0.046], [0.204, -0.501, 0.212], [-0.647, -0.080, -0.039], [0.494, 0.632, -0.352], [0.120, -0.892, 0.721], [-0.097, 0.635, -0.566], [0.454, 1.514, -0.317], [-0.569, -0.810, 0.077], [0.802, 0.406, 0.064], [-0.654, 0.310, -0.006], [-0.325, -0.465, 0.329], [-0.098, -0.002, 0.010], [-0.103, 0.173, -0.063], [-0.014, -0.152, -0.335], [-0.087, 0.004, 0.072], [0.035, -0.023, -0.193], [0.117, 0.419, -0.019], [0.127, -0.064, -0.124], [-0.128, 0.163, 0.155], [-0.020, 0.114, -0.066], [-0.218, 0.125, 0.010], [0.110, 0.376, -0.152], [-0.122, -0.047, 0.124], [-0.028, 0.102, 0.187], [-0.105, 0.241, 0.103], [-0.186, 0.328, 0.079], [-0.236, -0.031, -0.014], [0.030, 0.017, 0.196], [-0.018, 0.093, 0.151], [0.165, 0.057, -0.173], [0.171, -0.132, -0.279], [-0.003, -0.024, 0.030], [-0.076, 0.032, -0.043], [0.008, 0.052, -0.085]]
}